Record 1
116
Properties=species:S:1:pos:R:3:forces:R:3 method="wB97M-V/def2-TZVPD" de_lowest_kcal_mol=0.0 multiplicity=2 s_squared=0.75 homo_ev="-3.16 / -5.08" orbital_gap_ev="5.0 / 6.9" total_charge=-1 fmax_ev_per_a=0.753
H 0.332893 -0.163677 4.909518 0.0 0.1 0.0
H 3.556841 2.108273 1.720906 0.0 0.1 0.0
H 0.899126 -1.479054 -4.243296 0.0 0.0 0.0
C 4.748486 7.175591 -1.788172 0.0 0.0 0.0
H 7.281071 -1.382562 1.387828 0.0 0.0 0.0
Ge -0.408708 2.612306 -2.099315 0.4 0.6 0.0
C 4.276967 6.757016 -0.556915 0.0 0.0 0.0
C 5.470872 -1.307776 2.528404 0.0 0.0 0.0
Cl 1.728301 2.667040 -3.813063 0.2 0.0 0.0
H 3.531623 -1.291263 3.415222 -0.1 0.0 0.1
C 1.652277 3.846338 3.789399 0.0 0.0 0.0
H -4.150463 -4.707089 0.753976 0.0 0.0 0.0
H 1.408525 -1.209463 3.299002 0.0 0.0 0.0
C 2.175154 -6.527173 1.539033 0.0 0.0 0.0
C -1.505280 -3.526591 2.511166 -0.1 0.0 0.0
C -0.680608 -2.294222 -3.071852 0.0 -0.1 -0.1
C -2.485463 -2.139799 6.655637 0.0 0.0 0.0
H 5.136260 6.569617 -3.814206 0.0 0.0 0.0
C 0.668050 -4.693369 0.100288 0.1 0.0 -0.1
C -2.916009 2.382829 1.996894 0.0 -0.1 0.1
H -3.061058 -2.576858 1.393310 0.0 0.0 0.0
C -0.754795 -0.472784 6.728313 0.0 0.0 0.0
H 5.939131 -0.854775 3.392151 0.0 0.0 0.0
C -1.524584 1.726254 -0.781125 -0.1 -0.1 0.0
C -0.294260 2.651754 4.484326 0.0 0.0 -0.1
H 1.915571 5.797891 4.621731 0.0 0.0 0.0
H -0.021478 -2.977075 -2.516782 0.0 0.0 0.0
H -3.189245 -6.855378 1.511755 0.0 0.0 0.0
H 4.170475 7.465663 0.254021 0.0 0.0 0.0
H -5.509745 2.499511 -0.198856 0.0 0.0 0.0
H -0.931297 -2.169087 -0.405305 0.0 0.1 0.0
H -0.237884 -6.392413 -0.834442 0.0 0.0 0.0
C 3.888873 5.440247 -0.345850 -0.1 0.1 0.1
O 1.013081 -1.726798 0.227896 0.2 0.0 0.1
C -4.643351 2.003376 -0.639054 0.0 0.0 0.0
C -0.973943 -4.739650 2.942316 0.0 0.0 0.1
H -0.934605 1.784736 4.424989 -0.1 -0.1 0.0
H -2.737506 -3.156440 4.788918 0.0 0.0 0.0
H 2.562862 3.903023 3.207817 0.0 0.0 -0.1
H 2.768598 -7.241372 2.094989 0.0 0.0 0.0
H -1.011020 -2.850130 -3.955595 0.0 0.0 0.0
C -0.446892 -0.732560 5.403090 0.0 0.0 0.0
H -0.205193 0.289625 7.264380 0.0 0.0 0.0
S 2.870104 0.779992 -0.468676 -0.2 -0.2 0.0
C 3.494911 -2.130061 1.430653 0.0 0.0 0.0
N 3.936275 2.683687 0.974082 0.0 0.1 0.0
C 0.126413 4.859160 5.348927 0.0 0.0 0.0
Cl 0.603531 3.952524 -0.450376 0.0 0.0 -0.2
Cl -1.527248 4.273705 -3.181345 -0.1 -0.1 0.0
S 1.419264 1.313753 2.737220 0.0 0.0 0.1
H -2.349253 -1.341215 -0.308047 0.0 0.1 0.0
C 0.488851 -6.051828 -0.109238 0.0 0.0 0.0
H 3.409754 5.206013 0.594869 0.0 -0.1 0.0
C 4.437484 4.945093 -2.627822 0.0 0.0 0.1
C 3.501195 2.333338 -0.247347 0.2 0.2 0.1
H -3.879837 4.987407 -0.706087 0.0 0.0 -0.1
H -2.556459 -2.888075 -2.224436 0.0 0.0 0.0
H 3.189067 2.798800 -2.143510 0.0 0.0 -0.1
Cd 0.065713 1.005933 0.552361 0.1 -0.1 0.1
C 5.612504 -2.151779 0.281598 0.0 0.0 0.0
H 6.189477 -2.351525 -0.610943 0.0 0.0 0.0
H -0.074138 -4.766264 3.545547 0.0 0.0 0.0
H -1.955727 0.867451 -1.299924 0.1 -0.1 0.1
H -2.025904 2.868843 2.395312 0.1 0.0 0.1
C 2.361496 -5.168475 1.740471 0.0 0.0 0.1
P -0.775280 -1.927978 2.940534 -0.1 0.1 -0.2
H 1.097765 -8.029240 0.452208 0.0 0.0 0.0
P 1.733052 -2.460090 1.301581 0.0 -0.1 0.0
C 1.288762 4.915036 4.592516 0.0 0.0 0.0
H 4.453838 4.235907 -3.444081 0.0 0.0 0.0
H 1.047761 -0.932725 -1.731146 0.0 0.1 0.0
H -1.149702 -6.871681 2.913802 0.0 0.0 0.0
H 5.033990 8.207229 -1.944546 0.0 0.0 0.0
C -2.655781 -3.522297 1.727816 0.1 0.0 0.0
H -3.786219 2.795601 2.511776 0.0 0.0 0.0
C -1.910747 -1.991482 -2.224158 -0.1 0.0 0.0
H -2.485117 -1.193688 -2.708529 0.0 0.0 0.0
H -2.843707 1.313242 2.202637 0.0 0.0 0.0
H -3.139308 5.119118 0.899623 0.0 0.0 0.0
H -2.124651 5.099186 -0.552242 0.0 0.0 0.0
N 0.700822 -0.322082 -2.463745 0.0 -0.1 -0.1
N 3.649113 3.151961 -1.295507 -0.4 -0.1 0.0
C -1.160545 -1.697488 4.693472 0.1 0.0 0.0
O -1.232138 -0.825762 2.052630 -0.1 -0.2 0.2
C -3.024708 4.692797 -0.098209 0.1 0.0 0.0
C 1.019041 -2.168872 2.938598 0.2 0.0 0.1
Ge -2.954542 2.738635 0.070489 -0.1 -0.1 -0.1
C -2.721741 -5.922188 1.798233 0.0 0.0 0.0
C 0.129722 -1.096897 -3.553569 0.0 0.0 -0.1
N -1.551151 -1.538806 -0.894573 -0.3 -0.1 -0.1
C 0.868434 2.692513 3.714113 0.0 0.0 0.0
C 4.807881 6.259729 -2.830876 0.0 0.0 0.0
C 1.601021 -4.245764 1.029900 0.0 0.0 -0.1
H 3.107678 -4.825274 2.449250 0.0 0.0 0.0
H 3.774279 -2.805400 -0.591710 0.0 0.0 0.0
C -3.261500 -4.717833 1.370639 0.0 -0.1 0.0
C -1.773931 -1.176334 7.354203 0.0 0.0 0.0
H -4.710766 0.935002 -0.426206 0.0 0.0 0.0
H -3.280865 -2.688463 7.142120 0.0 0.0 0.0
H -0.164089 5.695788 5.971742 0.0 0.0 0.0
C 3.995839 4.511234 -1.374508 0.2 0.1 -0.1
H 4.139796 3.646249 1.181267 0.1 -0.1 0.0
C -2.179456 -2.401338 5.327846 0.0 0.0 0.0
H 1.296470 -2.958712 3.641342 0.1 0.0 0.0
H 0.088688 -3.970598 -0.458829 0.0 0.0 0.0
C 6.220745 -1.601359 1.402542 0.1 0.0 0.0
C -1.579032 -5.933799 2.587382 0.0 0.0 0.0
C 4.107114 -1.569340 2.544377 0.0 0.0 0.0
C 1.237356 -6.968044 0.614451 0.0 0.0 0.0
H -2.017938 -0.969096 8.388398 0.0 0.0 0.0
H -0.516134 -0.445142 -4.154437 0.0 0.0 0.0
C -0.662289 3.720329 5.286708 0.0 0.0 0.0
H -1.582739 3.664196 5.855673 0.0 0.0 0.0
H -4.678547 2.140017 -1.720792 0.0 0.0 0.0
C 4.255792 -2.413288 0.296046 0.0 0.0 0.0
H 1.465760 0.261816 -2.784306 -0.1 0.1 0.0

Record 2
23
Properties=species:S:1:pos:R:3:forces:R:3 method="wB97M-V/def2-TZVPD" de_lowest_kcal_mol=0.0 homo_ev=-9.23 orbital_gap_ev=8.5 fmax_ev_per_a=4.480 smiles="CO[Si](C)(C)OC1=NC(=O)C=C1"
H -1.436863 -3.225808 1.190616 0.3 2.3 1.2
C -0.486432 0.110133 -2.926603 1.8 0.1 2.4
C 2.272786 -0.343505 -1.234512 -1.9 -0.8 0.6
C -1.203232 -2.185552 1.679480 -1.7 -2.8 -0.2
H -0.275244 1.077864 -3.311574 -0.1 1.0 -0.4
H 2.547994 -1.359642 -1.421872 -0.4 -1.1 -0.4
C -0.767415 -0.382130 2.939287 0.0 2.5 1.7
H 0.987982 3.107419 -0.239887 3.1 1.6 -0.3
C -1.452008 -1.699249 2.911100 0.2 -1.8 -1.0
O -0.404199 -1.148131 -0.358122 -0.4 -1.6 -0.1
H -0.673352 3.029183 -0.618733 -0.5 0.8 -1.0
O -0.780163 0.463565 3.838085 0.0 -2.0 -1.3
C -0.565480 -1.118345 0.929527 1.4 2.0 1.9
H 2.541408 -0.255042 -0.197512 0.3 0.6 0.6
H 0.083265 -0.573508 -3.512168 -0.2 -0.9 -0.8
H 2.946422 0.164288 -1.864785 0.5 1.3 -0.7
C 0.115783 2.668178 0.000337 -3.8 -2.4 0.1
H -0.327670 2.805963 0.966754 0.7 0.4 1.0
Si 0.369955 0.026078 -1.209423 1.6 2.3 -0.9
O 0.136008 1.277111 -0.183838 0.6 -0.4 -1.9
H -1.939866 -2.240252 3.705676 0.0 0.3 0.2
N -0.168851 -0.136619 1.706730 -0.4 -1.0 -0.6
H -1.520827 -0.062002 -2.788562 -1.0 -0.4 -0.3

Record 3
14
Properties=species:S:1:pos:R:3:forces:R:3 method="wB97M-V/def2-TZVPD" de_lowest_kcal_mol=79.5 homo_ev="-7.80 / -9.92" orbital_gap_ev="6.9 / 9.4" fmax_ev_per_a=3.792
H -0.230402 -2.883179 0.494061 -0.8 0.1 -0.2
C -0.333288 1.123300 -0.948954 2.3 2.0 -0.7
N 0.305180 0.404250 1.210421 3.2 -1.5 0.8
H -0.571961 0.486623 -1.759802 -1.2 -1.1 -0.1
O 1.132262 0.985489 -0.929566 0.5 0.0 -0.4
H -0.350370 2.147731 -1.403791 -1.0 -0.5 1.2
H -1.229318 1.624133 0.893248 -1.7 3.0 1.6
O 2.932625 -0.433775 0.368591 -1.7 0.6 0.4
O -0.227771 -1.914835 -1.059485 1.2 1.1 0.2
P 1.504581 -0.096685 0.140363 0.1 -1.1 -0.7
H -1.538026 0.080328 0.305011 -2.1 -2.4 0.3
H 0.346388 0.003633 2.130168 -0.7 0.0 0.2
C -0.836783 0.787765 0.505390 1.4 0.4 -3.3
O -0.903115 -2.314772 0.054350 0.4 -0.6 0.8

Record 4
66
Properties=species:S:1:pos:R:3:forces:R:3 method="wB97M-V/def2-TZVPD" multiplicity=2 s_squared=0.76 homo_ev="-6.84 / -6.84" orbital_gap_ev="5.6 / 5.6" fmax_ev_per_a=4.457
H 2.208038 2.501867 1.828844 0.0 -0.1 0.1
H 3.449308 3.866390 -1.951544 0.0 0.2 0.1
C -5.656594 0.191014 0.420338 0.1 0.0 0.0
H -0.760933 2.484162 -1.015941 0.2 0.2 0.1
C -0.325446 -1.443712 2.524759 -0.5 -0.4 0.3
H 4.510161 3.344768 2.288113 0.0 0.1 0.1
H -6.726696 0.136061 0.551199 -0.1 0.0 0.0
C 3.878743 3.195733 -2.689616 -0.2 -0.3 0.1
C -3.713521 1.396492 -0.335015 0.9 -0.2 0.2
H -0.729948 4.556344 -2.388170 -0.1 0.0 0.0
C -0.078651 3.306960 -0.760025 -0.7 0.2 -0.3
C -0.440094 -5.226135 -0.599750 0.0 -0.2 0.1
C -0.682576 -4.503293 -1.752357 0.0 0.2 -0.1
C 1.760205 -1.537324 -3.514964 0.5 -0.4 0.2
H -2.303283 -4.180927 2.506711 0.0 0.0 -0.1
Ru -0.016785 -0.541098 -0.810588 -1.7 2.5 2.7
C -3.492934 -0.835683 0.605922 0.8 0.2 -0.5
I 2.438372 -1.922961 -1.543716 -0.2 0.0 -0.4
H -5.294224 -1.742212 1.263031 0.0 -0.1 0.0
O 2.384247 1.381631 -2.016479 -0.1 0.1 0.4
H -0.281561 -6.291360 -0.648756 0.1 -0.2 0.0
I -0.437776 0.296052 -3.530970 -0.2 -0.5 0.9
H 0.832340 5.011128 -1.699156 0.1 0.1 0.0
C -2.271487 -2.711150 4.055982 -0.1 0.0 0.1
C -1.858602 -3.259217 2.854605 0.1 0.1 0.1
H 4.297147 1.601968 -1.287597 0.0 0.0 -0.2
C -4.847161 -0.872813 0.803492 -0.4 0.3 0.2
H -0.999930 -2.586977 -2.601997 0.1 0.1 0.1
H -3.022756 -3.209198 4.651125 -0.1 0.0 0.0
H 0.706237 3.582903 -2.737583 0.0 0.0 -0.1
C -1.737123 -1.505967 4.478316 0.0 0.0 0.0
C 0.199444 4.171957 -1.976716 0.1 -0.2 0.3
H -2.868252 -1.665375 0.892724 0.0 0.0 0.0
H -0.530158 3.893526 0.045695 0.0 -0.1 -0.1
H 3.298930 1.195553 2.384487 -0.1 0.1 0.0
H 4.930420 3.435541 -2.814671 0.2 0.1 0.0
C -0.748674 -2.443976 -0.464209 0.1 0.2 -1.2
C 3.744286 1.758025 -2.218533 0.3 0.1 0.0
O 1.136767 2.777911 -0.229137 0.5 -0.5 0.2
H 3.368499 3.340775 -3.638447 -0.1 0.0 -0.1
H 2.525552 -1.067961 -4.115667 0.0 0.2 0.1
H 5.160499 2.235789 1.077949 0.0 0.0 0.0
O 2.825393 1.119392 0.421660 -0.5 -0.4 -0.3
C -0.642960 -3.200114 0.712810 0.0 0.0 -0.2
H 1.429166 -1.463635 1.500466 0.0 0.2 0.2
P 1.591150 1.275051 -0.615201 0.1 0.3 -1.3
N -1.581564 0.356045 -0.208904 4.4 -0.5 0.0
C -0.823235 -3.128074 -1.676756 -0.3 -0.7 -0.1
C -0.906532 -2.628370 2.053675 0.1 0.2 0.2
H 4.064240 3.553267 0.591333 0.0 0.0 -0.1
H 4.126731 1.071422 -2.978752 0.0 0.0 0.1
H -0.298933 -5.140135 1.531329 0.0 -0.1 0.1
C 4.286758 2.819725 1.363200 -0.3 -0.3 -0.1
H 1.289684 -2.409088 -3.948354 -0.2 0.0 0.1
H -2.068299 -1.052537 5.400992 0.0 0.0 0.1
H -0.731531 -4.992404 -2.712919 0.0 -0.1 -0.1
H -0.315394 0.038710 4.072486 0.0 0.1 0.0
C -2.861767 0.300829 0.009156 -2.8 -0.7 -0.4
C -5.069191 1.320741 -0.139631 -0.4 -0.2 0.0
C -0.758082 -0.885798 3.724224 0.1 0.0 -0.2
C -0.451705 -4.580331 0.619880 0.0 0.0 0.1
H -5.687685 2.158458 -0.428253 0.0 0.1 -0.1
H 1.065973 -0.006597 2.247424 0.1 -0.1 -0.2
H -3.264988 2.272445 -0.784443 0.0 0.0 0.0
N 0.690449 -0.820575 1.775417 0.1 0.1 -1.3
C 3.088290 1.906363 1.577472 0.2 0.3 0.4

Record 5
11
Properties=species:S:1:pos:R:3:forces:R:3 method="wB97M-V/def2-TZVPD" de_lowest_kcal_mol=151.7 homo_ev=-8.79 orbital_gap_ev=8.4 fmax_ev_per_a=5.441 smiles="O/N=c1/cnon1O"
O 1.055394 -0.240599 1.451386 1.6 -2.3 -2.9
C -0.390248 0.449286 -0.268579 -1.5 -3.6 -0.9
C -1.307457 -0.472262 -1.114456 2.4 -1.9 -0.7
H -2.228582 -0.268333 -1.631042 -0.1 0.4 0.1
N -0.775097 -1.672503 -1.372640 -0.1 4.1 3.6
N 0.689494 -0.418218 -0.068116 2.3 3.8 3.0
O 0.451564 -1.662329 -0.419905 -1.7 -2.4 -2.2
O 0.391712 2.090661 0.972715 1.4 -2.3 -0.4
H 0.081238 2.932331 1.118785 -0.9 3.2 0.7
H 2.043790 -0.470004 1.323758 -2.2 0.6 0.6
N -0.614336 1.582433 0.219776 -1.0 0.4 -0.9

Record 6
53
Properties=species:S:1:pos:R:3:forces:R:3 method="wB97M-V/def2-TZVPD" de_lowest_kcal_mol=9.2 multiplicity=8 s_squared=15.76 homo_ev="-6.56 / -6.57" orbital_gap_ev="6.2 / 6.2" fmax_ev_per_a=2.718
P -2.018447 -0.371638 -1.616402 0.4 -2.0 -0.2
H -1.417693 -3.413665 2.273803 0.2 0.0 0.0
H 1.839503 -3.369128 -0.355076 -0.2 -0.1 -0.2
H -3.693316 1.045727 -0.628208 -0.2 -0.2 0.0
H -1.994201 2.168810 -0.195130 0.6 -0.8 -0.6
H 1.093834 1.519003 1.482810 -0.4 -0.7 -0.3
H -1.558541 -0.209976 -3.982549 -0.2 0.2 0.2
H -4.390961 -0.380395 -1.460530 -0.3 0.1 0.3
H 1.597630 -1.262714 2.198960 0.4 0.4 -0.4
C -0.847996 0.601402 0.875552 -0.9 0.1 0.2
H 1.713723 -0.644179 -2.005783 0.0 0.1 0.5
H 4.466335 1.628060 3.268027 0.6 0.2 0.2
C -1.092179 1.526674 -0.316846 1.6 2.1 0.5
H -2.122158 1.346724 -3.302303 -0.1 -0.2 -0.1
H 4.793956 3.133866 4.307200 0.4 -0.4 -0.3
H 0.810959 -3.112636 -1.798307 0.0 -0.1 0.3
H -3.651806 -0.550789 0.171473 0.0 0.1 -0.2
C -2.276293 0.261207 -3.297602 -0.5 -0.1 -0.1
C 0.499731 0.590487 1.649834 -1.4 -0.2 0.1
H 0.359678 -3.332416 2.427976 -0.1 -0.2 0.0
C 1.923486 5.361582 1.598778 -0.1 0.2 -0.1
H 0.231271 0.569749 2.715560 0.2 0.1 -0.1
H 0.206317 -0.553184 -1.092946 0.7 0.0 0.0
C 4.368068 2.708825 3.394509 -1.2 -0.8 1.8
H 1.915227 6.227675 2.286278 -0.1 0.0 -0.3
H -1.785968 -4.096618 -0.884098 -0.5 0.1 0.0
H -1.531319 -2.491687 -2.717147 -0.2 0.1 0.4
C -3.597875 -0.031174 -0.790880 -0.5 0.0 -0.4
H -1.018100 -0.463136 0.568444 0.3 1.0 0.1
Eu 2.019039 3.369268 2.982400 -0.1 -0.3 0.0
H -1.666721 0.745415 1.607031 0.3 0.3 -0.3
H 1.912651 1.868108 -0.597305 -0.4 -0.1 -0.2
C -0.466932 -3.594672 1.762377 0.1 -0.6 0.0
H 1.585418 1.560975 -2.308832 0.2 -0.1 0.5
H -3.303884 0.021274 -3.604892 0.2 0.2 -0.3
C 1.271613 -0.204138 -1.093591 -0.1 0.7 -0.9
P -0.363153 -2.562579 0.284657 -1.2 0.2 -0.9
H 2.741899 5.493400 0.880491 -0.2 0.1 0.1
C 1.220423 1.348870 -1.288400 0.5 -0.7 -1.0
H 2.862480 -1.256715 0.021630 -0.4 -0.6 0.0
C -0.170927 1.877013 -1.260012 -0.9 1.2 1.9
C -2.191662 -2.208287 -1.879176 -0.8 0.3 -0.4
H 0.969712 5.330147 1.051442 0.0 0.3 0.0
H -0.411579 2.633777 -2.020290 -0.1 -0.3 0.5
Cl 4.892393 3.555538 1.985288 0.6 0.7 -1.3
C 0.828623 -3.482790 -0.763695 0.0 -0.2 0.3
C -1.920579 -3.038390 -0.615126 0.2 -0.6 0.1
C 1.308242 -0.640510 1.340272 2.5 0.9 -0.7
H -0.390545 -4.644497 1.463267 -0.1 -0.1 0.4
H 0.527377 -4.538764 -0.731339 0.3 0.1 -0.2
H -2.758001 -2.965398 0.098445 0.2 0.0 -0.3
C 1.914421 -0.733509 0.123386 0.3 0.1 1.7
H -3.233169 -2.339988 -2.213425 0.2 -0.5 -0.1